16
Properties=species:S:1:pos:R:3:forces:R:3:mulliken_charge:R:1 method="wB97M-V/def2-TZVPD" spin_multiplicity=3 homo_ev="-15.072 / -21.248" e_lumo_ev="-9.40 / -11.97" charge=+2 e_tot_ha=-321.0898 s_squared=2.01 relative_energy_kcal_mol=98.7
C 1.32475 -0.15841 1.43559 -1.50 -0.34 -3.71 0.47
C -2.47857 -1.05697 -0.58534 -4.61 -3.64 -0.74 -0.97
C -1.45732 -0.23038 -0.30412 5.75 3.96 0.10 0.22
C 0.46779 0.86864 -1.32984 -0.76 0.96 -0.28 -0.73
N 0.75318 -0.62022 0.47692 2.55 -0.73 3.42 -0.50
N 2.14143 0.26487 2.28524 0.36 2.19 2.99 -0.35
N -0.00098 -0.36331 -0.65425 -1.32 -1.70 -0.30 0.43
H -3.40097 -0.92067 -0.10079 -0.85 0.28 1.11 0.33
H -2.52174 -1.91003 -1.16765 0.52 -1.32 -1.60 0.37
H -1.48457 0.58268 0.34323 -0.54 1.40 0.98 0.49
H 0.80185 1.45685 -0.46786 -0.01 0.65 -0.99 0.34
H 1.19661 0.64201 -2.09736 0.51 -0.08 0.25 0.33
H -0.43382 1.24061 -1.84798 0.54 0.40 0.33 0.40
H 1.81488 0.76572 3.17439 0.04 -1.21 -1.20 0.36
H 3.09908 0.62188 2.10358 -0.31 -0.95 -0.57 0.36
H 0.17840 -1.18327 -1.26376 -0.35 0.12 0.22 0.44

87
Properties=species:S:1:pos:R:3:forces:R:3:mulliken_charge:R:1 method="wB97M-V/def2-TZVPD" homo_ev=-4.947 e_lumo_ev=-2.55 charge=0 e_tot_ha=-3055.0207
C 6.14386 1.75888 0.15238 1.23 0.82 0.65 -0.72
C 4.65549 1.59226 0.78941 0.23 0.82 0.35 -0.58
C 3.60542 0.65607 -0.06628 -0.45 0.37 0.63 0.74
C 2.12530 1.40034 0.17281 -0.30 1.27 1.08 -1.11
O 1.05606 0.87448 -0.68372 -0.86 2.93 -0.47 0.04
C 0.19417 1.93673 -1.22794 -1.78 -0.54 -6.38 0.53
C -0.52913 3.14095 -0.38176 0.40 0.55 0.10 -0.83
O -0.06526 1.88940 -2.55912 2.04 0.06 8.47 -0.58
O 3.94859 0.54413 -1.51569 -0.46 2.62 1.38 0.03
C 3.71871 1.80099 -2.23155 0.04 1.63 -1.68 -0.24
C 4.67857 1.83594 -3.58996 -0.27 0.46 0.88 -0.20
N 4.62250 0.49221 -4.29447 0.18 1.20 2.38 -1.07
C 3.58533 -0.93906 0.44741 -1.93 1.90 -0.09 -0.66
I 2.82741 -2.05070 -1.33426 -0.02 -0.34 0.75 0.10
O 2.73598 -1.03793 1.62253 2.43 -0.79 -2.87 -0.35
C 2.18842 -2.36057 1.88894 -2.07 -1.72 2.37 -0.44
C 0.55807 -2.40284 1.51411 1.23 -1.17 -1.42 -0.01
C -0.33046 -3.28867 2.56591 -0.14 0.31 -0.43 -0.42
C -1.70560 -2.45106 2.93087 0.62 -0.64 1.51 -0.40
N -2.94140 -2.92412 2.19810 0.76 -0.16 -1.30 -0.27
C -3.14001 -2.23154 0.86855 0.88 0.94 -1.09 -0.40
C -3.83423 -0.74977 0.94750 -2.30 2.96 -0.77 0.31
C -3.70414 0.33403 2.17017 -1.92 1.02 -3.11 -0.41
C -4.41746 1.81394 2.09871 -0.43 -2.17 -3.25 -0.58
C -5.30839 2.28152 0.80218 2.44 -4.06 0.55 -0.40
C -5.48901 1.17867 -0.41903 2.49 -0.69 2.51 -0.87
C -4.77156 -0.30180 -0.35981 0.07 2.82 2.15 0.82
O -4.99926 -1.22618 -1.51563 0.03 2.19 1.87 -0.60
S 5.34483 -1.63338 0.69061 3.88 -4.86 5.48 1.37
C 6.40415 -1.45522 -0.89093 1.52 -0.18 -1.39 -0.62
O 5.32911 -3.19243 0.94746 -0.98 5.08 -1.87 -0.70
O 6.05757 -1.04256 1.95263 -2.53 -0.41 -4.70 -0.64
H 6.95264 1.01848 0.62452 -2.08 1.50 -1.02 0.24
H 6.22131 1.71142 -1.01190 -0.43 -0.04 2.17 0.05
H 6.52913 2.84654 0.45962 -0.87 -2.35 -0.69 0.32
H 4.78099 1.23806 1.91795 -0.47 0.45 -2.59 0.30
H 4.18344 2.68609 0.85553 0.94 -2.42 -0.25 0.46
H 2.18132 2.57218 -0.05278 0.52 -2.58 0.41 0.44
H 1.78726 1.35561 1.31726 1.03 -0.31 -2.45 0.28
H 0.07432 4.13779 -0.63444 -1.14 -2.20 0.60 0.22
H -1.64383 3.35993 -0.74773 2.60 -1.05 0.58 0.33
H -0.54432 2.99177 0.77892 0.16 0.08 -2.31 0.27
H 2.60479 1.92180 -2.63790 2.16 -0.64 1.10 0.01
H 3.96907 2.77745 -1.63843 -0.43 -2.01 -0.84 0.33
H 5.79893 2.11207 -3.30122 -2.37 -0.79 -0.67 0.26
H 4.31138 2.63976 -4.37445 0.56 -1.49 1.94 -0.15
H 5.45156 -0.07537 -3.98866 -1.68 0.59 0.66 0.68
H 3.72224 -0.00763 -4.11450 1.09 0.46 0.45 0.35
H 2.20596 -2.49786 3.07602 0.28 0.52 -2.56 0.31
H 2.78087 -3.27167 1.46300 -0.90 2.07 0.48 0.27
H 0.18391 -1.30944 1.33379 0.64 -2.07 0.57 0.00
H 0.51538 -2.97443 0.46723 -0.11 1.49 2.11 0.15
H -0.64510 -4.31033 2.04613 0.75 2.13 1.18 0.21
H 0.30876 -3.55288 3.52611 -1.37 0.64 -1.88 0.36
H -1.45621 -1.31522 2.76843 -0.91 -2.25 0.16 0.13
H -1.93056 -2.60843 4.09294 0.53 0.42 -2.48 0.22
H -2.84090 -3.95327 1.94377 -0.01 1.80 0.78 0.26
H -3.71702 -2.92355 0.08530 0.98 1.65 1.96 0.44
H -2.05546 -2.08060 0.40016 -2.14 -0.12 0.55 0.08
H -3.09275 0.07657 3.13393 -1.41 0.44 -2.12 0.21
H -4.24784 2.54882 3.00118 -0.46 -1.68 -2.00 0.26
H -5.80426 3.36324 0.73903 1.12 -2.88 0.13 0.28
H -6.11700 1.45796 -1.37174 1.66 -0.59 2.19 0.35
H -5.64178 -0.81651 -2.17060 1.01 -0.27 1.64 0.35
H 7.25618 -0.63454 -0.76241 -2.31 -1.56 -0.09 0.27
H 6.99837 -2.47758 -1.05547 -1.71 2.02 0.93 0.42
H 5.75909 -1.30432 -1.85537 1.04 0.00 2.15 -0.01
Cl -8.11700 1.27197 -0.39282 -1.04 -0.21 -0.10 -0.70
O -7.14427 -1.33047 3.82048 -1.11 -0.82 -1.43 -0.63
C -7.53225 -1.93516 2.83458 0.63 1.01 1.77 0.50
O -8.82928 -1.96196 2.40890 0.55 0.19 0.53 -0.38
C -8.93898 -2.84931 1.29699 -0.51 -0.10 -0.45 -0.50
C -7.54872 -2.94401 0.72502 0.32 -0.16 -0.87 -0.36
C -6.67792 -2.78757 1.94594 0.25 0.01 -0.53 0.38
H -9.30735 -3.81588 1.65644 0.00 0.00 0.04 0.23
H -9.65179 -2.44565 0.57202 0.03 0.08 0.31 0.38
H -7.37107 -3.87312 0.17697 -0.10 0.06 0.04 0.41
H -7.37221 -2.10707 0.03845 -0.07 -0.09 0.13 0.09
H -6.49337 -3.74571 2.43963 0.10 0.11 0.11 0.34
H -5.73678 -2.28746 1.70603 -0.10 -0.12 0.43 -0.53
C 3.94140 5.52917 -3.65120 -0.18 0.11 -0.03 -0.63
O 3.24688 4.98659 -2.54322 -0.44 -0.31 0.11 -0.43
H 4.97801 5.71830 -3.36273 -0.18 -0.05 0.05 0.25
H 3.92014 4.81716 -4.47985 0.13 0.17 -0.22 0.26
H 3.47193 6.46893 -3.95199 0.21 0.01 -0.19 0.32
H 2.33089 4.82940 -2.82906 0.41 0.10 0.26 0.26
Cs 5.44821 -0.48283 -6.41386 0.86 -1.20 -3.05 0.98

92
Properties=species:S:1:pos:R:3:forces:R:3:mulliken_charge:R:1 method="wB97M-V/def2-TZVPD" homo_ev=-7.539 e_lumo_ev=-1.97 smiles="C[C@H](Br)CC1=C(C(F)(F)F)C(=O)c2c(C[C@@H](C)F)c(P(=N)(O)O)c(P(O)Cl)c(CCCCn3cccc3)c2C1=O.CNC(C)=O.CNC(C)=O" charge=0 e_tot_ha=-6068.2440
C 2.28771 -6.48892 -0.67788 0.15 0.58 -0.06 -1.16
C 1.93226 -5.04954 -1.29249 0.05 -0.60 -0.16 0.52
F 3.12318 -4.61960 -2.02634 -1.91 -0.31 0.76 -0.32
C 0.62392 -5.07712 -2.25924 0.19 0.00 0.88 -1.03
C -0.06588 -3.62289 -2.30395 -0.58 1.87 -1.20 -0.18
C 0.57270 -2.58401 -3.29165 -2.55 1.34 1.85 -0.31
C -0.02378 -1.12662 -3.39696 -0.85 -2.08 1.63 0.25
C -1.27830 -0.71007 -2.56443 1.18 -2.83 -0.33 -0.02
C -1.89964 0.76259 -2.70394 -0.19 0.47 -0.28 -1.36
C -1.24154 1.84742 -1.72112 -0.71 0.70 0.65 -0.58
C -1.00112 1.34937 -0.21287 1.54 1.33 0.08 -0.05
C 0.58374 1.57688 0.11051 -1.99 -0.95 -0.20 0.21
N 0.89335 0.79421 1.34795 1.38 0.28 -0.73 0.37
C 0.06502 0.62258 2.51480 4.67 -2.98 0.96 -0.22
C 0.91179 -0.31406 3.41739 0.62 1.71 -3.70 -0.57
C 2.24309 -0.60161 2.64077 -2.12 2.33 -1.89 -0.63
C 2.20277 0.15660 1.29352 -2.81 -1.74 5.77 -0.29
C -1.89829 -1.80705 -1.61433 2.14 -1.45 -0.48 0.55
P -3.47332 -1.22131 -0.67389 -0.24 1.25 0.98 0.30
O -3.12747 -1.21113 1.02947 -1.04 -0.54 -2.24 -0.21
Cl -5.08684 -2.58283 -1.08194 1.22 0.19 0.26 -0.30
C -1.32944 -3.23744 -1.43156 2.89 2.08 -3.85 0.54
P -1.99522 -4.56728 -0.30513 -1.51 -1.64 2.36 1.02
N -3.04308 -4.13430 0.79418 1.30 -0.51 -1.19 -0.71
O -0.67268 -5.29563 0.55597 -0.95 1.52 -2.17 -0.52
O -2.68302 -5.76660 -1.33539 1.82 1.70 1.44 -0.58
C 0.75277 -0.13825 -4.40375 -0.64 0.21 -0.78 -0.07
O 0.21316 0.72646 -5.12368 1.88 -2.73 2.61 -0.56
C 2.35485 -0.39173 -4.46676 1.29 -1.69 0.47 0.55
C 3.24148 0.91834 -4.66077 0.09 -0.19 -0.70 -1.24
C 4.26769 1.24514 -3.48194 -0.23 -0.17 0.46 -0.11
C 3.59864 1.38471 -2.02414 0.86 0.68 -0.54 -0.64
Br 4.98884 3.09145 -3.90090 -0.19 -0.94 0.09 -0.16
C 2.90617 -1.71145 -4.36114 -2.14 2.31 -0.25 0.55
C 4.46616 -2.00652 -4.36884 0.54 -1.98 0.50 0.46
F 5.21285 -1.27286 -5.31585 -1.63 -1.32 2.60 -0.24
F 4.92012 -1.79902 -3.01582 -0.52 0.03 -3.32 -0.25
F 4.78648 -3.38097 -4.62449 -0.99 3.53 0.51 -0.27
C 1.82545 -2.91185 -4.23579 0.82 -1.41 -1.10 -0.13
O 1.97945 -3.95699 -4.89981 -0.81 3.48 2.48 -0.53
H 3.40142 -6.47046 -0.39609 -1.74 0.00 -0.27 0.38
H 2.14802 -7.33014 -1.44537 0.04 1.33 1.08 0.30
H 1.64008 -6.67670 0.25543 1.01 0.19 -1.53 0.24
H 1.76871 -4.25788 -0.47657 0.46 -1.14 -1.13 0.16
H 0.92499 -5.47241 -3.28463 -0.36 0.92 1.28 0.58
H -0.07525 -5.88246 -1.81105 0.98 1.57 -0.70 0.36
H -1.79874 1.18831 -3.77484 0.11 -1.16 1.66 0.41
H -3.03721 0.78849 -2.50032 1.98 -0.55 -0.16 0.37
H -1.99861 2.72198 -1.65540 1.19 -1.39 -0.33 0.40
H -0.27581 2.33267 -2.13613 -1.43 -1.10 0.48 0.30
H -1.54962 2.02880 0.54516 0.51 -1.40 -1.29 0.19
H -1.19698 0.24376 -0.02493 0.07 1.59 -0.27 0.06
H 0.83670 2.68980 0.18779 -0.30 -1.54 -0.05 0.12
H 1.14048 1.07180 -0.75201 -0.59 0.94 1.32 -0.58
H -0.96266 1.06097 2.71737 1.75 -0.69 -0.66 0.37
H 0.60009 -0.70697 4.44691 0.57 0.71 -1.93 0.39
H 3.14480 -1.21955 2.94897 -1.57 0.89 -0.23 0.31
H 2.96007 0.23533 0.45201 -1.52 0.02 1.32 0.20
H -3.99915 -1.00044 1.45083 1.03 -0.19 -0.38 0.27
H -2.69176 -4.35076 1.73725 -0.18 0.33 -0.60 0.25
H 0.02593 -4.61204 0.66733 -0.54 -0.53 0.02 0.33
H -3.14624 -6.43682 -0.78126 0.37 0.86 -0.22 0.34
H 3.82492 0.78972 -5.64841 -0.85 0.26 1.61 0.40
H 2.57532 1.83164 -4.80622 0.67 -1.38 0.28 0.51
H 5.21280 0.58289 -3.48122 -1.81 1.06 0.00 0.49
H 2.98799 2.36722 -1.99408 0.79 -1.78 -0.07 0.34
H 4.47649 1.52840 -1.28431 -1.61 -0.44 -1.02 0.38
H 2.95246 0.48113 -1.76532 0.98 1.13 -0.36 -0.04
C -2.91616 2.59834 4.59065 -0.06 -0.12 0.14 -1.09
C -3.30855 1.14614 4.53663 0.23 -0.42 0.07 0.66
O -2.48282 0.25380 4.38825 -0.20 0.20 0.00 -0.64
N -4.63129 0.84216 4.65851 0.36 0.13 -0.09 -0.16
C -5.73772 1.75789 4.83817 -0.12 -0.47 -0.01 -0.88
H -1.83851 2.69312 4.48015 -0.19 -0.15 -0.08 0.17
H -3.39737 3.14340 3.77639 0.10 0.12 0.16 0.34
H -3.20655 3.02673 5.55364 -0.10 0.09 -0.10 0.50
H -4.82819 -0.14819 4.61398 0.02 0.13 0.04 0.27
H -6.24296 1.50970 5.77388 -0.16 0.23 -0.04 0.29
H -6.43292 1.62716 4.00623 -0.15 0.23 0.11 0.28
H -5.40992 2.79468 4.87175 0.05 -0.16 -0.02 0.34
C -0.38577 6.29527 1.87644 0.02 0.05 -0.10 -1.54
C -0.73690 5.35878 3.00246 -0.21 -0.46 0.16 0.88
O -1.40739 4.34820 2.82700 0.24 0.37 -0.22 -0.55
N -0.28094 5.66945 4.24654 -0.17 -0.02 -0.52 -0.12
C 0.51757 6.81165 4.63809 -0.09 -0.29 0.38 -0.92
H -0.81208 5.92727 0.94447 -0.02 -0.08 0.18 0.26
H -0.79430 7.28837 2.07744 0.18 0.02 -0.06 0.44
H 0.69953 6.35141 1.76423 -0.07 0.17 0.00 0.41
H -0.54928 5.00336 4.95762 0.08 0.09 -0.08 0.20
H 1.44912 6.44768 5.07594 0.07 0.26 0.00 0.30
H -0.03680 7.37965 5.38798 0.21 0.19 -0.02 0.29
H 0.74693 7.45967 3.79491 -0.07 -0.14 0.05 0.36

96
Properties=species:S:1:pos:R:3:forces:R:3:mulliken_charge:R:1 method="wB97M-V/def2-TZVPD" homo_ev=-9.572 e_lumo_ev=-0.02 charge=0 e_tot_ha=-4197.4135
O 5.33048 1.57780 4.23201 -0.04 0.16 0.19 -0.62
S 4.97068 1.83594 2.89253 -0.33 -0.30 0.28 1.20
O 5.08188 0.81016 1.91698 -0.02 0.00 -0.32 -0.54
O 5.66892 3.14655 2.38389 0.27 0.72 -0.06 -0.37
C 4.76794 3.97405 1.57112 0.26 -1.19 -0.05 -0.16
C 5.28550 3.94017 0.14725 -0.09 0.55 0.08 -0.40
C 6.56101 4.73047 -0.06498 0.02 -0.50 0.02 -0.98
S 7.22931 4.47206 -1.73228 -0.28 -0.01 -0.34 -0.21
C 7.79054 2.83635 -1.47116 0.98 0.64 0.71 0.60
N 8.82061 2.57458 -0.72282 -0.56 -0.45 -0.50 -0.32
N 8.94717 1.19006 -0.72235 -1.06 -0.34 -0.75 -0.39
C 7.98020 0.74281 -1.47968 0.97 0.64 0.75 -0.08
O 7.20544 1.74035 -1.98292 0.09 -0.34 0.03 -0.23
C 3.42614 3.20964 1.64776 -0.34 0.91 -0.46 0.86
C 2.16096 4.06540 1.61654 0.15 -0.18 -0.33 -1.47
C 1.15257 3.62315 0.54995 0.08 0.24 0.34 -1.19
C 0.22845 2.51142 1.01826 -0.11 0.42 -0.13 1.13
F 0.75145 1.76304 2.00186 0.15 -0.29 0.08 -0.30
F -0.89238 3.09439 1.54252 -0.10 -0.09 0.11 -0.36
C -0.31687 1.59358 -0.10188 -0.10 0.13 0.03 0.45
F -0.95659 2.37866 -0.97611 -0.04 0.04 -0.14 -0.29
F -1.19927 0.73540 0.40622 -0.03 -0.06 0.03 -0.27
S 0.96532 0.60271 -1.07615 -0.44 -0.60 0.02 1.43
F 1.26743 1.86035 -1.97789 0.16 0.30 -0.23 -0.32
F 2.12202 1.01502 -0.08889 0.36 0.04 0.10 -0.35
F 0.69469 -0.68260 -0.19275 0.07 -0.07 0.04 -0.32
F -0.18408 0.15500 -2.07365 -0.03 -0.05 -0.08 -0.36
F 2.00370 -0.21756 -1.92057 0.01 -0.07 -0.06 -0.33
O 3.48859 2.44926 2.84192 0.18 -0.48 0.16 -0.53
H 4.75776 4.95276 2.03426 -0.06 0.21 0.11 0.52
H 4.50838 4.30643 -0.52655 -0.11 0.04 -0.07 0.32
H 5.46184 2.89676 -0.09579 -0.04 -0.23 -0.07 0.30
H 7.32648 4.37688 0.61652 0.15 0.17 0.21 0.42
H 6.40601 5.79349 0.07067 0.05 0.26 -0.05 0.46
H 7.75510 -0.27518 -1.73579 -0.14 -0.11 -0.16 0.55
H 3.41567 2.58352 0.75997 0.04 -0.54 0.21 0.17
H 2.43665 5.08434 1.35967 0.05 0.21 0.15 0.49
H 1.69411 4.06365 2.59389 0.03 0.15 0.26 0.50
H 0.51067 4.46866 0.33351 -0.23 0.07 -0.15 0.59
H 1.66017 3.37588 -0.37251 0.08 -0.09 -0.08 0.42
O -6.65499 2.84693 4.98938 -0.05 0.04 0.08 -0.58
C -6.03163 2.19026 4.20331 0.01 0.08 -0.18 0.78
O -5.00058 1.44886 4.64981 -0.04 -0.10 0.16 -0.39
C -4.32345 0.48961 3.83238 0.14 -0.06 -0.13 -0.61
C -3.21458 1.11850 3.01623 -0.03 0.13 0.03 -0.66
C -6.33589 2.22022 2.72286 -0.10 -0.29 -0.03 -0.97
H -5.03450 -0.05539 3.20956 -0.01 0.03 -0.01 0.31
H -3.90718 -0.22893 4.53602 -0.02 0.04 0.06 0.40
H -3.59800 1.85247 2.30718 -0.02 -0.05 -0.05 0.23
H -2.67333 0.35501 2.45882 -0.01 -0.03 0.02 0.27
H -2.51220 1.63304 3.67168 0.02 -0.04 0.02 0.32
H -5.77609 3.03087 2.25868 0.05 0.00 0.01 0.36
H -7.39482 2.41947 2.60439 -0.02 0.18 0.06 0.18
H -6.11260 1.29048 2.20424 0.10 0.07 -0.03 0.35
O -0.56559 -6.00900 -4.87324 0.04 -0.05 -0.08 -0.57
C -0.60919 -5.34255 -3.87913 -0.11 -0.13 0.17 0.73
O 0.37326 -4.44231 -3.66503 0.15 0.22 -0.20 -0.32
C 0.33435 -3.46696 -2.61997 0.06 0.01 0.30 -0.34
C 0.88600 -4.01851 -1.32141 -0.05 -0.11 0.00 -0.67
C -1.68025 -5.52996 -2.82979 -0.18 0.24 -0.12 -0.92
H -0.66893 -3.05562 -2.50357 -0.03 -0.06 -0.01 0.40
H 0.96739 -2.65104 -2.96603 -0.02 -0.01 -0.11 0.11
H 0.28068 -4.84423 -0.94710 -0.04 0.03 0.02 0.34
H 0.91547 -3.24029 -0.55954 0.01 0.01 0.00 0.25
H 1.89762 -4.39562 -1.47385 0.02 0.05 0.00 0.11
H -1.35127 -6.29773 -2.13088 0.02 0.00 0.03 0.27
H -2.58175 -5.87546 -3.32787 0.06 -0.12 -0.03 0.31
H -1.92568 -4.62606 -2.27730 0.09 -0.05 0.07 0.29
O -10.91168 -2.02310 0.37917 0.02 -0.06 -0.09 -0.56
C -10.85064 -1.29424 1.32740 -0.07 -0.07 0.18 0.71
O -9.83830 -0.40347 1.39266 0.05 0.09 -0.16 -0.37
C -9.76883 0.62733 2.38051 0.04 0.02 0.19 -0.32
C -9.10932 0.14687 3.65729 -0.05 -0.11 -0.01 -0.80
C -11.82875 -1.38898 2.47654 -0.17 0.23 -0.11 -0.90
H -10.75460 1.05523 2.56557 -0.01 -0.04 0.01 0.33
H -9.17373 1.40881 1.91513 0.02 0.00 -0.07 0.21
H -9.69520 -0.64701 4.12005 -0.02 0.04 0.07 0.34
H -9.00284 0.96282 4.37327 0.00 0.02 -0.02 0.31
H -8.12029 -0.26237 3.44621 0.01 0.04 -0.04 0.20
H -11.45359 -2.11832 3.19308 0.02 0.00 0.03 0.25
H -12.77628 -1.74460 2.08173 0.05 -0.12 -0.03 0.31
H -12.00954 -0.44699 2.98845 0.09 -0.05 0.07 0.31
O 6.82049 -1.86482 -3.49365 0.06 0.19 0.09 -0.56
C 6.08879 -2.64920 -4.03430 0.15 -0.33 -0.01 0.72
O 4.88157 -2.88095 -3.49531 -0.17 0.25 0.06 -0.33
C 3.88141 -3.69115 -4.12543 -0.08 -0.25 -0.02 0.44
C 4.05291 -5.15713 -3.79079 0.11 -0.02 0.00 -1.02
C 6.52665 -3.44707 -5.23950 -0.14 0.24 -0.24 -1.02
H 3.85282 -3.51353 -5.20065 0.05 0.01 0.01 0.29
H 2.93635 -3.33407 -3.72442 0.03 0.08 0.03 -0.47
H 4.99565 -5.54945 -4.17264 -0.02 -0.01 -0.05 0.37
H 3.23658 -5.73781 -4.22037 -0.03 0.02 0.00 0.33
H 4.05347 -5.29742 -2.70955 -0.04 0.01 0.01 0.28
H 7.02533 -4.35135 -4.89374 -0.01 -0.03 0.01 0.27
H 7.23961 -2.84872 -5.79999 0.09 -0.01 0.10 0.32
H 5.71508 -3.72077 -5.90919 0.01 -0.10 0.07 0.36